Model w:
# C9H14O

A 2-piece molecular cluster, C9H14O overall (ωB97M-V with the def2-TZVPD basis set, the Open Molecules 2025 dataset).

Positions of all 24 atoms, in Å:
C1 -2.578 -0.204 -2.081
C2 -0.645 -1.729 0.731
C3 -1.681 -1.428 -0.114
C4 0.637 -1.275 0.459
C5 -1.435 -0.680 -1.271
C6 0.949 -0.629 -0.733
C7 -0.148 -0.268 -1.526
O1 1.731 -1.393 1.321
H1 -0.959 -2.113 1.684
H2 -2.666 -1.838 0.094
H3 1.435 -1.649 2.220
H4 1.992 -0.606 -0.988
H5 -2.351 -0.153 -3.162
H6 -2.882 0.752 -1.703
H7 -0.073 0.197 -2.540
H8 -3.485 -0.784 -1.985
C8 1.920 2.674 1.660
C9 0.801 3.363 0.883
H9 1.689 2.865 2.725
H10 1.974 1.566 1.681
H11 2.905 3.151 1.610
H12 -0.139 2.865 0.665
H13 1.167 3.507 -0.146
H14 0.654 4.329 1.386

Output
LUMO level (hartree): 0.0316
Highest occupied orbital energy (Ha): -0.3089
Structure (SMILES): Cc1ccc(O)cc1.CC

Model x:
# C9H14O

A 2-piece molecular cluster, C9H14O overall (ωB97M-V with the def2-TZVPD basis set, the Open Molecules 2025 dataset).

Positions of all 24 atoms, in Å:
C1 0.302 2.600 -0.460
C2 0.893 3.637 0.532
O1 0.239 1.281 0.154
H1 -0.740 2.783 -0.744
H2 1.051 2.450 -1.224
H3 1.800 4.069 0.080
H4 0.476 1.397 1.084
H5 1.245 3.080 1.389
H6 0.296 4.485 0.853
C3 -0.799 -2.225 2.019
C4 -1.259 -1.624 -1.723
C5 -1.424 -2.114 -0.418
C6 -0.078 -1.035 -2.080
C7 -0.428 -1.986 0.556
C8 1.003 -1.228 -1.205
C9 0.819 -1.505 0.151
H7 -2.169 -1.588 -2.306
H8 -2.239 -2.790 -0.174
H9 0.020 -0.407 -2.955
H10 2.022 -0.895 -1.398
H11 -1.634 -2.930 2.067
H12 -1.174 -1.322 2.493
H13 1.649 -1.536 0.842
H14 0.128 -2.597 2.467

Output
LUMO level (hartree): 0.0339
Highest occupied orbital energy (Ha): -0.3142
Structure (SMILES): Cc1ccccc1.CCO

Of them, model w has the highest stability.

Model w:
# C2H5N3O2S

One molecule with the formula C2H5N3O2S (ωB97M-V with the def2-TZVPD basis set, the Open Molecules 2025 dataset).

Positions of all 13 atoms, in Å:
C1 -0.253 0.119 -0.088
C2 0.291 -0.945 1.997
N1 -0.079 -1.476 -1.540
N2 -0.437 1.106 -0.923
N3 0.056 0.216 1.172
O1 0.811 1.487 -3.117
O2 -0.826 -0.977 -2.340
S1 -0.505 0.999 -2.733
H1 0.140 -1.830 1.385
H2 1.315 -0.937 2.370
H3 -0.396 -0.960 2.845
H4 -0.315 2.079 -0.652
H5 0.198 1.119 1.623

Output
LUMO level (alpha / beta) (hartree): 0.0047 / 0.0155
Highest occupied orbital energy (alpha / beta) (Ha): -0.2862 / -0.2642

Model x:
# C2H5N3O2S

One molecule with the formula C2H5N3O2S (ωB97M-V with the def2-TZVPD basis set, the Open Molecules 2025 dataset).

Positions of all 13 atoms, in Å:
C1 0.336 0.155 0.259
C2 -1.606 -1.607 -0.037
H1 1.962 1.252 -0.573
H2 1.564 -1.046 -0.756
H3 -0.234 -1.351 1.665
H4 -1.852 -2.595 0.399
H5 -0.423 3.355 -0.471
N1 1.623 -0.470 0.105
N2 -0.569 -0.842 0.779
N3 0.039 1.263 -0.242
O1 2.624 0.490 -0.359
O2 -2.108 -0.909 -0.916
S1 -1.355 2.305 0.147

Output
LUMO level (hartree): 0.0111
Highest occupied orbital energy (Ha): -0.3358
Structure (SMILES): O=CN/C(=N\S)NO

Of them, model x has the highest stability.

Model w:
# C5H12O2

A 3-piece molecular cluster, C5H12O2 overall (ωB97M-V with the def2-TZVPD basis set, the Open Molecules 2025 dataset).

Positions of all 19 atoms, in Å:
C1 0.998 2.339 2.640
C2 2.064 2.425 3.463
C3 -0.221 1.482 2.933
C4 -1.439 1.767 2.031
C5 -1.287 2.243 0.801
H1 1.213 2.678 1.632
H2 3.056 2.650 3.085
H3 1.875 2.738 4.480
H4 -0.584 1.623 3.948
H5 -0.081 0.388 2.764
H6 -2.375 1.461 2.498
H7 -2.130 2.349 0.128
H8 -0.297 2.138 0.402
H9 2.628 -3.001 -5.729
H10 1.959 -2.437 -4.568
O1 2.136 -3.304 -4.955
H11 -2.567 -4.787 -4.869
H12 -2.202 -3.702 -3.898
O2 -2.258 -4.661 -3.959

Output
LUMO level (hartree): 0.0292
Highest occupied orbital energy (Ha): -0.3338
Structure (SMILES): C=CCC=C.O.O

Model x:
# C5H12O2

One molecule with the formula C5H12O2 (ωB97M-V with the def2-TZVPD basis set, the Open Molecules 2025 dataset).

Positions of all 19 atoms, in Å:
C1 -1.777 -1.705 -0.433
C2 -0.691 -0.659 -0.636
C3 -0.548 0.330 0.518
O1 -0.153 -0.431 1.655
C4 0.447 1.466 0.244
C5 1.887 1.029 -0.015
O2 2.065 0.303 -1.219
H1 -1.782 -2.399 -1.281
H2 -1.579 -2.276 0.478
H3 -2.773 -1.256 -0.355
H4 -0.849 -0.093 -1.562
H5 0.252 -1.201 -0.746
H6 -1.537 0.785 0.700
H7 -0.167 0.154 2.423
H8 0.459 2.133 1.121
H9 0.089 2.070 -0.599
H10 2.252 0.455 0.847
H11 2.517 1.919 -0.116
H12 1.891 -0.625 -1.025

Output
LUMO level (hartree): 0.0306
Highest occupied orbital energy (Ha): -0.3654
Structure (SMILES): CC[C@@H](O)CCO

Model y:
# C5H12O2

C5H12O2 as an isolated structure (ωB97M-V with the def2-TZVPD basis set, the Open Molecules 2025 dataset).

Positions of all 19 atoms, in Å:
C1 2.224 0.388 1.340
C2 0.715 0.399 1.114
C3 0.343 -0.197 -0.237
O1 0.723 -1.560 -0.354
C4 -1.143 -0.156 -0.554
C5 -1.600 -0.287 -1.896
O2 -1.918 -0.362 0.495
H1 2.631 -0.625 1.253
H2 2.734 1.016 0.601
H3 2.472 0.772 2.334
H4 0.204 -0.167 1.905
H5 0.316 1.418 1.150
H6 0.859 0.331 -1.044
H7 0.421 -2.015 0.445
H8 -1.182 1.744 -0.569
H9 -2.658 -0.479 -2.056
H10 -1.424 1.014 -1.503
H11 -0.895 -0.690 -2.617
H12 -2.822 -0.544 0.194

Output
LUMO level (hartree): 0.0206
Highest occupied orbital energy (Ha): -0.2651

Of them, model x has the highest stability.

Model w:
# C5H12O2

One molecule with the formula C5H12O2 (ωB97M-V with the def2-TZVPD basis set, the Open Molecules 2025 dataset).

Positions of all 19 atoms, in Å:
C1 -0.969 2.366 -0.591
C2 -0.912 0.971 0.027
C3 0.448 0.313 -0.153
O1 1.425 1.165 0.412
C4 0.560 -1.062 0.504
C5 -0.415 -2.102 -0.026
O2 1.911 -1.457 0.257
H1 -0.236 3.025 -0.118
H2 -0.744 2.326 -1.663
H3 -1.964 2.808 -0.472
H4 -1.133 1.030 1.102
H5 -1.679 0.333 -0.429
H6 0.645 0.178 -1.232
H7 2.239 0.639 0.433
H8 0.409 -0.920 1.586
H9 -0.324 -2.202 -1.113
H10 -0.206 -3.080 0.423
H11 -1.450 -1.844 0.222
H12 2.115 -2.219 0.812

Output
LUMO level (hartree): 0.0299
Highest occupied orbital energy (Ha): -0.3698
Structure (SMILES): CC[C@@H](O)[C@@H](C)O

Model x:
# C5H12O2

A 2-piece molecular cluster, C5H12O2 overall (ωB97M-V with the def2-TZVPD basis set, the Open Molecules 2025 dataset).

Positions of all 19 atoms, in Å:
C1 -2.512 -0.726 0.503
O1 -1.107 -0.656 0.599
C2 -0.585 0.507 0.001
C3 0.915 0.582 0.152
C4 1.574 1.644 -0.691
C5 1.573 -0.174 1.025
O2 0.566 -2.195 -1.123
H1 -2.847 -0.721 -0.544
H2 -2.826 -1.660 0.973
H3 -2.988 0.113 1.029
H4 -0.846 0.540 -1.069
H5 -1.037 1.396 0.473
H6 1.213 -1.481 -1.047
H7 2.658 1.664 -0.551
H8 1.192 2.639 -0.431
H9 1.380 1.503 -1.760
H10 2.648 -0.076 1.150
H11 1.057 -0.868 1.685
H12 -0.028 -2.029 -0.374

Output
LUMO level (hartree): 0.0311
Highest occupied orbital energy (Ha): -0.3547
Structure (SMILES): C=C(C)COC.O

Model y:
# C5H12O2

A 3-piece molecular cluster, C5H12O2 overall (ωB97M-V with the def2-TZVPD basis set, the Open Molecules 2025 dataset).

Positions of all 19 atoms, in Å:
C1 -0.625 -1.186 -0.900
C2 -0.102 -1.003 0.614
C3 0.958 -1.579 1.171
C4 -1.092 -0.015 2.778
C5 -1.095 -0.134 1.456
H1 -1.579 -1.901 -0.846
H2 -0.849 -0.291 -1.541
H3 0.243 -1.662 -1.394
H4 1.869 -1.895 0.661
H5 0.959 -1.775 2.260
H6 -0.197 -0.455 3.266
H7 -1.717 0.498 3.395
H8 -2.008 0.226 0.969
H9 0.222 1.283 -0.185
H10 -0.108 2.706 0.011
O1 0.319 2.143 -0.681
H11 2.184 2.088 -4.048
H12 1.146 1.572 -3.062
O2 1.472 1.381 -3.924

Output
LUMO level (hartree): 0.0161
Highest occupied orbital energy (Ha): -0.3383
Structure (SMILES): C=CC(=C)C.O.O

Model z:
# C5H12O2

One molecule with the formula C5H12O2 (ωB97M-V with the def2-TZVPD basis set, the Open Molecules 2025 dataset).

Positions of all 19 atoms, in Å:
C1 2.253 0.747 1.063
C2 0.856 0.175 1.312
C3 0.222 -0.490 0.063
O1 -0.227 -1.809 0.318
C4 -0.973 0.301 -0.512
C5 -1.281 -0.157 -1.931
O2 -2.072 0.081 0.375
H1 2.930 -0.049 0.731
H2 2.245 1.526 0.292
H3 2.664 1.186 1.982
H4 0.929 -0.597 2.083
H5 0.202 0.965 1.705
H6 0.984 -0.587 -0.725
H7 -1.083 -1.675 0.755
H8 -0.745 1.376 -0.496
H9 -1.148 -1.241 -2.017
H10 -2.305 0.102 -2.222
H11 -0.610 0.339 -2.639
H12 -2.841 -0.195 -0.139

Output
LUMO level (hartree): 0.0317
Highest occupied orbital energy (Ha): -0.3672
Structure (SMILES): CC[C@@H](O)[C@@H](C)O

Of them, model w has the highest stability.